# 1
Entry from the OMol25 dataset: C25H45BFI2NO3 in the gas phase (ωB97M-V/def2-TZVPD).

The geometry in XYZ format:
```
78
Properties=species:S:1:pos:R:3
C -5.80 -1.22 -0.08
C -4.93 -0.48 -0.49
C -3.84 0.44 -0.85
C -2.67 0.39 0.16
N -3.31 1.09 1.29
C -2.47 -1.03 0.72
B -3.21 -1.58 2.03
C -3.94 -3.00 1.93
O -3.26 -0.95 3.24
O -1.07 -1.13 1.03
C -0.31 0.03 0.67
C 1.02 -0.59 0.18
C 0.96 -2.03 -0.37
C 2.14 -2.36 -1.32
C 3.50 -1.94 -0.73
C 4.59 -2.83 -1.34
O 5.88 -2.51 -0.88
C 6.42 -1.37 -1.54
C 0.08 0.60 2.09
C 0.29 -0.49 3.14
C 1.27 1.62 2.05
C 2.59 1.19 2.70
C 3.55 2.40 2.65
C -1.21 0.90 -0.31
C -1.11 0.38 -1.77
F -1.53 -0.95 -1.89
C 0.22 0.40 -2.52
C 0.00 0.35 -4.05
C -0.90 2.42 -0.39
I -1.35 3.64 1.41
C -1.44 3.37 -1.49
C -2.91 3.27 -1.92
I -0.13 3.76 -3.20
H -6.68 -1.59 0.37
H -4.34 1.40 -0.87
H -3.61 0.19 -1.88
H -3.67 2.01 1.03
H -2.71 1.23 2.09
H -2.64 -1.78 -0.05
H -4.80 -2.98 2.62
H -4.32 -3.19 0.93
H -3.27 -3.82 2.19
H -3.62 -1.55 3.90
H 1.58 0.07 -0.49
H 1.74 -0.70 0.99
H 0.03 -2.29 -0.87
H 1.07 -2.72 0.46
H 2.15 -3.46 -1.38
H 1.98 -2.00 -2.33
H 3.45 -2.09 0.35
H 3.66 -0.90 -1.00
H 4.33 -3.86 -1.09
H 4.49 -2.75 -2.43
H 5.84 -1.09 -2.43
H 7.42 -1.62 -1.87
H 6.41 -0.51 -0.87
H -0.73 1.17 2.56
H 0.72 -0.06 4.04
H -0.66 -0.90 3.47
H 0.89 -1.32 2.79
H 0.99 2.55 2.55
H 1.50 1.88 1.01
H 3.11 0.38 2.19
H 2.52 0.92 3.75
H 3.08 3.19 3.23
H 3.63 2.80 1.64
H 4.51 2.18 3.10
H -1.82 0.89 -2.41
H 0.94 1.16 -2.22
H 0.70 -0.54 -2.31
H 0.86 0.86 -4.50
H 0.04 -0.67 -4.43
H -0.88 0.89 -4.36
H 0.18 2.50 -0.42
H -1.40 4.37 -1.10
H -3.13 4.21 -2.43
H -3.52 3.26 -1.02
H -3.13 2.49 -2.64
```

Summary:
* relative energy (zero: lowest compared OMol25 entry of this formula, charge and spin): 0.0 kcal/mol
* charge: 0
* SMILES: C#CC[C@@]1(N)[C@H](B(C)O)O[C@](CCCCCOC)([C@@H](C)CCC)[C@]1([C@H](F)CC)[C@H](I)[C@H](C)I
* molar mass: 691.3 g/mol

=====

# 2
Entry from the OMol25 dataset: a molecular structure, C25H45CeNP2S (ωB97M-V/def2-TZVPD).

The geometry in XYZ format:
```
75
Properties=species:S:1:pos:R:3
Ce -0.24 0.08 -0.27
C -2.20 1.70 0.05
C -2.60 0.77 -0.96
C -2.38 -0.40 1.04
C -2.09 0.99 1.29
C -2.69 -0.54 -0.36
C -1.97 3.16 -0.16
H -1.62 3.39 -1.17
H -1.24 3.57 0.54
H -2.90 3.73 -0.03
C -1.87 1.59 2.63
H -1.62 2.65 2.55
H -1.06 1.08 3.16
H -2.76 1.53 3.29
C -2.35 -1.50 2.04
H -3.35 -1.79 2.37
H -1.77 -1.23 2.93
H -1.87 -2.40 1.62
C -3.13 -1.78 -1.06
H -4.23 -1.87 -1.08
H -2.75 -2.69 -0.59
H -2.81 -1.78 -2.11
C -2.94 1.12 -2.36
H -3.92 1.62 -2.42
H -3.00 0.24 -3.00
H -2.21 1.82 -2.80
C 1.58 0.50 -3.10
C 0.53 1.34 -3.26
C -0.13 1.57 -4.59
C -1.03 0.42 -5.15
C -1.10 -0.87 -4.37
C -0.04 -1.68 -4.21
C 1.30 -1.41 -4.86
C 2.18 -0.29 -4.23
H 0.61 1.82 -5.37
H -0.69 0.22 -6.19
H -0.77 2.47 -4.50
H 2.50 0.37 -5.05
H 2.13 0.46 -2.15
H 0.21 2.01 -2.45
H 3.10 -0.77 -3.86
H 1.87 -2.35 -4.82
H -0.12 -2.62 -3.66
H 1.16 -1.16 -5.93
H -2.06 0.82 -5.23
H -2.09 -1.15 -4.00
P 1.91 2.17 0.64
C 1.60 3.00 2.24
H 2.41 3.71 2.46
H 1.54 2.25 3.04
H 0.65 3.55 2.19
C 3.61 1.54 0.86
H 4.27 2.34 1.22
H 3.99 1.17 -0.10
H 3.60 0.71 1.58
C 2.17 3.56 -0.53
H 2.55 3.16 -1.48
H 2.89 4.28 -0.12
H 1.21 4.06 -0.72
P 1.02 -2.78 -0.11
C -0.04 -4.00 -0.95
H 0.57 -4.84 -1.32
H -0.54 -3.51 -1.80
H -0.81 -4.38 -0.26
C 2.56 -2.94 -1.10
H 2.30 -2.88 -2.17
H 3.05 -3.90 -0.89
H 3.25 -2.12 -0.86
C 1.52 -3.67 1.44
H 1.77 -4.73 1.23
H 0.69 -3.63 2.16
H 2.39 -3.17 1.90
S 1.20 -0.54 2.26
C 0.72 -0.57 3.85
N 0.40 -0.59 4.98
```

Summary:
* spin multiplicity: 2
* relative energy (zero: lowest compared OMol25 entry of this formula, charge and spin): 10.0 kcal/mol
* charge: +1
* molar mass: 593.8 g/mol

=====

# 3
Entry from the OMol25 dataset: 3 unconnected molecules or ions with the total composition C25H45Cl2N3O8P2 (ωB97M-V/def2-TZVPD).

The geometry in XYZ format:
```
85
Properties=species:S:1:pos:R:3
C 2.16 -2.67 0.14
O 0.89 -2.33 -0.47
C -0.14 -3.32 -0.19
C -0.14 -3.86 1.32
C -0.51 -2.86 2.43
C -0.88 -1.35 2.02
C -2.45 -1.29 1.56
C -3.34 -2.38 2.38
Cl -3.15 0.42 1.75
C -0.52 -3.40 3.91
P -0.93 -2.23 5.37
N -2.11 -2.76 6.31
C -0.17 -4.90 4.22
P -0.18 -5.38 6.06
O -0.22 -7.08 6.28
Cl 1.71 -4.80 6.89
C 0.17 -5.90 3.03
N 0.44 -7.26 3.39
C 0.70 -8.07 2.25
C 0.73 -7.52 0.80
N 0.50 -6.18 0.40
C 0.20 -5.39 1.57
H 2.37 -3.78 0.23
H 2.25 -2.08 1.11
H 2.98 -2.24 -0.57
H -1.15 -2.79 -0.36
H -0.07 -4.13 -0.99
H -0.23 -0.92 1.19
H -0.81 -0.62 2.91
H -2.59 -1.55 0.46
H -3.04 -2.39 3.48
H -4.44 -2.09 2.24
H -3.19 -3.41 1.89
H -1.34 -0.92 4.90
H 0.32 -2.07 6.08
H -2.44 -3.66 5.93
H -1.06 -7.48 5.95
H 0.90 -9.18 2.42
H 0.95 -8.28 -0.04
C 1.67 0.48 -2.11
O 1.63 0.50 -3.53
C 1.20 -0.72 -4.12
C 0.08 -0.52 -5.14
O -1.15 0.01 -4.64
C -1.15 1.33 -4.11
C -0.82 2.47 -5.08
O 0.52 2.39 -5.57
C 0.63 2.45 -6.98
H 2.68 0.21 -1.78
H 1.44 1.48 -1.75
H 0.94 -0.22 -1.68
H 0.88 -1.44 -3.37
H 2.07 -1.14 -4.64
H -0.17 -1.50 -5.54
H 0.42 0.06 -6.00
H -0.53 1.38 -3.22
H -2.17 1.51 -3.76
H -0.91 3.42 -4.55
H -1.55 2.47 -5.90
H -0.24 2.01 -7.48
H 1.51 1.88 -7.28
H 0.76 3.49 -7.30
C 0.03 6.63 2.90
O 0.70 6.56 1.65
C 1.84 5.71 1.65
C 1.81 4.70 0.50
O 0.75 3.75 0.49
C -0.58 4.24 0.32
C -0.90 4.93 -1.01
O -0.17 6.14 -1.18
C 0.52 6.22 -2.42
H 0.41 7.49 3.47
H -1.04 6.78 2.70
H 0.14 5.71 3.49
H 1.94 5.17 2.59
H 2.72 6.35 1.53
H 2.73 4.11 0.57
H 1.88 5.20 -0.47
H -0.86 4.87 1.17
H -1.23 3.36 0.39
H -1.96 5.20 -1.01
H -0.74 4.23 -1.83
H 0.84 5.24 -2.78
H 1.41 6.83 -2.27
H -0.12 6.70 -3.16
```

Summary:
* electronic energy: -91116.2550 eV
* charge: 0
* SMILES: COCc1c(C[C@@H](C)Cl)c([PH2]=N)c(P(O)Cl)c2nccnc12.COCCOCCOC.COCCOCCOC
* molar mass: 648.5 g/mol

=====

# 4
Entry from the OMol25 dataset: a molecular structure, C25H45ClFFeP (ωB97M-V/def2-TZVPD).

The geometry in XYZ format:
```
74
Properties=species:S:1:pos:R:3
Fe 0.24 2.95 0.03
P 0.57 -0.04 0.31
Cl 0.94 2.82 2.18
C 1.33 1.29 -0.60
H 1.38 1.15 -1.71
H 2.30 1.66 -0.23
C -0.45 -0.17 1.89
C 2.29 -0.67 0.59
C -0.92 -1.61 2.20
H 0.32 0.14 2.61
C -1.50 -1.75 3.62
H -1.72 -1.88 1.50
H -0.12 -2.35 2.10
C -2.61 -0.74 3.94
H -1.90 -2.76 3.75
H -0.69 -1.64 4.36
C -2.24 0.68 3.48
H -3.55 -1.05 3.46
H -2.80 -0.73 5.02
C -1.68 0.75 2.06
H -3.13 1.33 3.55
H -1.51 1.11 4.18
H -2.45 0.45 1.34
H -1.39 1.79 1.86
C -0.22 -1.14 -0.96
C 2.93 -1.10 -0.74
H 2.87 0.17 1.03
C 4.42 -1.23 -0.51
H 2.51 -2.07 -1.05
H 2.75 -0.41 -1.56
C 4.68 -2.28 0.58
H 4.91 -1.51 -1.45
H 4.83 -0.25 -0.23
C 3.83 -2.10 1.86
H 4.46 -3.27 0.15
H 5.75 -2.26 0.85
C 2.36 -1.78 1.63
H 3.90 -3.01 2.47
H 4.26 -1.28 2.46
H 1.81 -2.66 1.26
H 1.89 -1.45 2.57
C -1.74 -0.93 -1.07
H 0.24 -0.87 -1.93
C -2.32 -1.71 -2.25
H -2.20 -1.29 -0.14
H -2.00 0.12 -1.17
C -1.97 -3.20 -2.22
H -3.40 -1.60 -2.25
H -1.95 -1.27 -3.18
C -0.50 -3.48 -1.88
H -2.63 -3.74 -1.52
H -2.18 -3.64 -3.20
C 0.02 -2.64 -0.71
H -0.38 -4.54 -1.63
H 0.13 -3.29 -2.76
H -0.50 -2.93 0.21
H 1.07 -2.88 -0.55
C -1.65 2.63 -1.09
C -0.71 2.29 -2.06
H -2.10 1.85 -0.44
C -0.09 3.27 -2.98
H -0.52 1.22 -2.28
C -0.40 4.71 -2.53
H 1.00 3.12 -3.01
H -0.43 3.10 -4.02
C -1.89 4.84 -2.22
H 0.30 4.97 -1.60
H -0.13 5.40 -3.33
C -2.40 3.92 -1.10
H -2.17 5.88 -2.02
H -2.45 4.55 -3.12
H -2.27 4.42 -0.12
H -3.49 3.74 -1.22
F 1.06 4.85 -0.51
```

Summary:
* electronic energy: -85569.9606 eV
* spin multiplicity: 6
* charge: -1
* molar mass: 486.9 g/mol